Record 1
# C5H15N2

An isolated ion of composition C5H15N2 and charge +1 (ωB97M-V with the def2-TZVPD basis set, the Open Molecules 2025 dataset).

Computed properties:
- Relative energy (zero: lowest compared OMol25 entry of this formula, charge and spin): 45.59 kJ/mol
- Total charge: +1
- E_HOMO: -0.5257 Eh
- SMILES: CCC[C@H]([NH3+])CN

Last column: Mulliken charge in e.
CARTESIAN COORDINATES (ANGSTROEM)
H 0.58 -1.75 -0.13  0.476
H -0.31 0.68 1.69  0.408
N -1.77 -0.66 1.94  -0.677
H 0.33 -1.05 -1.66  0.374
H 2.21 0.30 0.25  0.381
H 2.89 1.49 -1.83  0.356
C 1.91 -0.08 -0.74  -0.926
H -2.46 0.04 2.21  0.221
H -2.02 -1.47 2.50  0.239
N -0.20 1.11 0.75  -0.227
H -1.60 -1.86 0.25  0.493
H -2.71 -0.59 0.05  0.300
H -1.11 0.53 -1.03  0.370
H -0.78 1.94 0.74  0.339
C 0.55 -0.81 -0.65  -0.787
H 2.66 -0.85 -0.95  0.379
H 0.76 1.42 0.60  0.273
H 1.20 1.83 -1.53  0.273
H 1.66 0.67 -2.79  0.342
C 1.90 1.02 -1.79  -1.023
C -1.74 -0.82 0.50  -0.675
C -0.64 0.04 -0.21  0.091



Record 2
# C2H8N2S2

A 2-piece molecular cluster, C2H8N2S2 overall (ωB97M-V with the def2-TZVPD basis set, the Open Molecules 2025 dataset).

Computed properties:
- Relative energy (zero: lowest compared OMol25 entry of this formula, charge and spin): 445.94 kJ/mol
- E_HOMO (alpha / beta): -0.2789 / -0.2622 Eh

Last column: Mulliken charge in e.
CARTESIAN COORDINATES (ANGSTROEM)
H -0.74 -2.27 -0.76  0.287
H 1.19 1.16 1.75  0.043
H -1.30 -0.13 -1.08  0.371
H -1.96 1.94 -0.34  0.134
C -0.95 0.05 -0.08  -0.417
S -2.16 1.10 0.67  -0.179
C 1.30 1.06 -0.62  -0.677
N -0.16 -2.22 0.03  -0.597
H 1.03 2.01 -1.04  0.383
N -0.60 -1.07 0.62  0.005
H 0.76 -2.12 -0.23  0.252
H -0.02 -0.78 1.41  0.275
S 2.15 1.10 0.85  -0.202
H 1.48 0.18 -1.18  0.321



Record 3
# C40H61LiN6OP2SSi3

C40H61LiN6OP2SSi3 as an isolated structure (ωB97M-V with the def2-TZVPD basis set, the Open Molecules 2025 dataset).

Computed properties:
- E_HOMO: -0.2573 Eh

Last column: Mulliken charge in e.
CARTESIAN COORDINATES (ANGSTROEM)
H -2.20 0.89 2.21  0.244
H 3.64 4.75 2.65  0.262
H 2.36 3.45 5.21  0.249
Si 3.07 1.27 2.67  0.225
H -2.36 -3.22 0.03  0.308
C 1.30 -4.99 1.82  -0.860
C 0.88 -3.72 -2.74  -1.488
N -1.08 -0.81 2.32  0.586
H 0.30 1.81 -0.43  -0.421
H 0.43 4.37 -0.73  0.078
C -2.06 -4.36 -3.21  -1.927
C -0.14 -0.98 -8.38  -0.594
H -1.80 -4.00 -4.21  0.270
C -2.00 -4.22 3.56  0.874
H 3.82 0.53 0.32  0.375
H 0.48 5.69 0.42  0.394
C -1.95 -3.24 -2.16  2.081
H 0.76 4.02 5.78  0.380
S -2.20 -6.48 4.31  0.114
H -0.46 1.04 -9.13  0.418
H 0.69 -4.12 -3.73  0.409
H 4.10 -1.49 3.17  0.313
H -3.02 -1.48 -1.61  0.132
C -2.34 2.09 -2.25  1.902
P -1.27 0.65 -1.92  0.151
C 2.05 -2.87 0.96  -0.813
H 0.08 -1.38 -9.38  0.366
H -1.46 -5.24 -2.91  0.382
H 1.04 1.06 5.45  0.303
H 0.18 -2.81 -7.25  0.447
C -2.05 -3.91 -0.75  -1.954
H -1.84 3.44 4.17  0.361
H -1.64 3.06 2.46  0.137
H -0.50 4.22 0.74  0.062
Si 1.96 3.73 1.13  -0.046
H 3.70 1.47 5.07  0.349
H -0.85 2.02 -6.90  0.480
H 2.59 -2.14 3.70  0.256
H 2.99 4.44 -0.90  0.419
H -3.32 3.47 -0.89  0.483
H 4.96 0.04 1.55  0.381
C 2.24 -4.25 1.13  -0.958
H -3.09 -4.74 -3.26  0.529
C -0.60 0.19 -5.88  0.117
H 0.93 -4.51 -1.95  0.318
C -0.67 0.98 -7.04  -0.589
C 1.64 2.31 2.25  1.444
H 1.11 0.64 -1.51  0.445
C 2.83 5.14 2.01  -1.242
H 4.01 3.17 -0.16  0.410
H 1.53 4.84 4.40  0.229
C -1.63 3.30 -2.94  -1.615
H 5.15 1.16 4.12  0.352
H 1.89 -3.30 -2.70  0.468
H -1.91 2.66 -0.18  -0.025
H -1.13 -4.40 -0.42  0.322
H -4.00 0.76 -2.49  0.341
N -0.84 -6.21 3.44  -0.689
N -0.13 -1.93 -4.88  -0.415
H -4.31 2.37 -3.11  0.507
C 0.29 1.40 -1.45  -1.239
H -1.01 3.89 -2.24  0.254
C -3.09 -2.26 -2.36  -1.814
H -3.12 -1.82 -3.36  0.372
C -0.77 0.00 -3.61  0.162
C -0.37 -1.38 -3.72  0.030
C 0.09 -2.91 2.13  -0.415
C -1.10 -2.13 2.59  -0.871
C 0.17 -4.32 2.30  0.653
H 0.54 2.24 -2.08  0.679
C -2.22 -0.17 2.52  -0.356
H -3.21 1.30 -4.06  0.309
H 3.29 5.83 1.31  0.389
H -2.81 -4.68 -0.81  0.533
N -0.82 0.77 -4.66  -0.298
H 3.47 -1.07 4.75  0.252
H 2.15 5.74 2.64  0.329
H -4.24 -2.54 3.85  0.580
C 0.46 4.58 0.33  -0.826
H 1.37 -6.06 1.92  0.548
H -4.02 -2.78 -2.18  0.624
H 2.61 2.74 -1.09  0.096
H -4.26 -0.15 3.16  0.521
C 0.19 1.15 4.75  -0.867
H -3.43 1.78 -0.35  0.421
C -3.36 -2.10 3.42  -0.965
H 4.45 2.77 4.13  0.328
Li 0.76 0.03 2.01  1.259
C -2.80 2.50 -0.82  -1.349
C -0.86 -4.94 3.10  1.157
H -0.97 4.48 3.00  0.445
C -0.06 -1.76 -7.26  -0.384
H 4.96 1.68 0.99  0.425
N -2.82 -4.97 4.29  -0.712
H 2.76 -2.24 0.42  0.574
H -1.08 3.02 -3.81  0.087
H -0.01 0.18 4.36  0.215
H 3.10 -4.71 0.69  0.510
C -1.10 3.44 3.33  -1.213
C -3.40 -0.76 3.03  -1.217
C 4.29 0.85 1.26  -1.549
H -0.67 1.47 5.39  0.304
C 2.99 3.47 -0.39  -1.159
C -0.40 0.42 -8.26  -0.575
C -2.17 -2.78 3.22  0.731
P -0.22 -2.34 -2.16  1.137
C -0.30 -1.19 -5.98  0.177
C 4.20 1.70 4.10  -1.365
Si 0.58 2.64 3.69  0.295
C 3.20 -1.26 3.72  -1.088
O 2.47 -0.21 3.16  -0.424
C 1.39 3.87 4.90  -1.117
C -3.55 1.58 -3.04  -1.836
H -2.43 4.00 -3.23  0.611
N 1.01 -2.21 1.44  0.589



Record 4
# C29H48AuBN3P2S

C29H48AuBN3P2S as an isolated structure (ωB97M-V with the def2-TZVPD basis set, the Open Molecules 2025 dataset).

Computed properties:
- Total charge: +1
- E_HOMO: -0.3748 Eh

Last column: Mulliken charge in e.
CARTESIAN COORDINATES (ANGSTROEM)
H -0.74 -0.06 -4.53  0.638
H 4.36 -1.15 0.60  0.706
H 1.79 1.24 2.38  -0.034
C -2.32 -5.54 1.19  -0.771
H -2.93 -6.28 1.69  0.411
H 2.81 -1.98 0.52  0.245
C 1.20 1.41 3.28  -1.323
P 1.49 -0.70 -1.67  -0.549
H -1.27 3.25 3.50  0.320
H 0.65 5.40 -1.07  0.493
H 0.02 -5.34 -1.27  0.516
H -3.91 2.69 0.95  0.583
C -3.12 1.95 0.87  -1.433
C -0.99 5.17 -2.44  -0.336
C 0.09 0.36 3.42  2.129
H 0.02 -1.85 3.47  0.268
H 4.10 0.89 -2.47  0.355
H -3.10 -3.90 2.35  0.500
H 3.30 1.48 -1.00  0.163
H -2.51 2.21 -2.97  0.454
H -4.13 2.36 3.32  0.546
P -1.12 0.52 2.01  -0.551
H 5.12 -1.75 -1.59  0.504
C -3.40 1.56 3.31  -1.687
H 0.82 2.43 3.25  0.239
H -2.11 -1.47 3.05  0.546
C 4.11 -1.74 -1.99  -1.580
H 1.01 1.56 -4.61  0.569
H -1.40 -6.99 -0.09  0.417
C 1.79 -1.10 -4.45  -1.655
C -1.70 3.21 2.49  -1.650
H 1.86 1.32 4.15  0.560
H 0.66 -2.85 -2.54  0.717
Au 0.18 0.46 0.00  2.791
H -3.58 1.00 0.59  0.303
C -0.43 -0.39 -3.53  -1.596
H 2.54 1.38 -3.76  0.311
C 3.29 -0.70 -1.21  1.768
C -2.38 1.87 2.21  1.960
H -2.45 4.00 2.43  0.538
H 1.24 -1.19 2.37  0.244
C -1.45 -5.94 0.18  -0.798
C -0.65 -5.02 -0.48  -0.726
H 2.85 -0.86 -4.54  0.356
H 1.69 -2.17 -4.26  0.257
C 3.92 0.68 -1.42  -1.538
S 1.10 2.76 0.00  -0.586
C 0.99 -2.49 -1.56  -1.789
H -2.45 2.25 0.06  0.078
C 0.73 -1.04 3.32  -1.870
H 3.72 -2.76 -1.91  0.269
H 1.09 1.91 -2.89  0.273
C -0.59 0.50 4.78  -1.842
N -1.49 -1.91 1.08  0.378
C 3.32 -1.05 0.28  -1.582
H -2.95 1.52 4.30  0.338
H -0.96 0.22 -2.80  -0.061
C -1.62 -3.29 0.91  0.436
H 2.88 -0.24 0.87  0.246
C -1.83 2.95 -2.57  -0.364
C 1.46 1.25 -3.67  -1.741
C 1.09 -0.22 -3.41  2.263
H 1.49 -1.11 4.11  0.664
C -2.12 -1.04 2.04  -1.589
H 4.88 0.70 -0.91  0.501
H -0.92 1.52 4.97  0.340
C -0.06 3.38 -1.16  0.805
C -2.42 -4.21 1.57  -0.892
C -0.07 4.73 -1.52  -1.003
H -2.64 4.58 -3.71  0.442
C -0.74 -3.70 -0.11  0.394
H 1.33 -0.90 -5.43  0.509
H -3.94 0.63 3.14  0.298
H -0.91 3.43 1.77  0.184
H 4.19 -1.49 -3.05  0.327
H -3.16 -0.83 1.78  0.655
N -0.93 2.51 -1.68  0.161
B -0.53 -1.45 0.15  -0.995
H -1.43 -0.18 4.91  0.318
H 0.15 0.25 5.56  0.536
H 1.84 -3.10 -1.26  0.669
H -1.01 6.21 -2.73  0.402
C -1.90 4.27 -2.98  -0.949
N -0.07 -2.56 -0.58  0.277
H -0.74 -1.43 -3.42  0.321



Record 5
# H4O2

A 2-piece molecular cluster, H4O2 overall (ωB97M-V with the def2-TZVPD basis set, the Open Molecules 2025 dataset).

Computed properties:
- Relative energy (zero: lowest compared OMol25 entry of this formula, charge and spin): 19.68 kJ/mol
- E_HOMO: -0.3912 Eh
- SMILES: O.O

Last column: Mulliken charge in e.
CARTESIAN COORDINATES (ANGSTROEM)
H 0.40 -0.23 -0.08  0.412
O 1.40 -0.10 0.05  -0.695
H -1.34 0.53 0.76  0.363
H -1.68 -0.76 0.11  0.344
O -1.26 0.06 -0.11  -0.722
H 1.50 0.81 -0.30  0.298



Record 6
# C4H6S

A single C4H6S molecule (ωB97M-V with the def2-TZVPD basis set, the Open Molecules 2025 dataset).

Computed properties:
- Relative energy (zero: lowest compared OMol25 entry of this formula, charge and spin): 138.43 kJ/mol
- E_HOMO: -0.3042 Eh
- SMILES: C1=CSCC1

Last column: Mulliken charge in e.
CARTESIAN COORDINATES (ANGSTROEM)
H -0.61 0.60 -1.74  0.273
H 0.99 0.93 -1.25  0.257
H -1.73 0.56 0.52  0.269
C 0.62 -1.18 0.81  -0.228
C -0.59 0.97 0.58  -0.488
C 0.08 0.53 -0.86  -0.523
H 0.19 -1.60 -1.37  0.237
H -0.52 2.12 0.84  0.279
H 0.67 -2.35 1.07  0.303
S 0.56 0.28 1.86  -0.135
C 0.34 -0.87 -0.47  -0.244



no.,maximum force (eV/Å)
1,1.11
2,3.71
3,2.27
4,0.14
5,1.96
6,3.23